125
Properties=species:S:1:pos:R:3:mulliken_charge:R:1 method="wB97M-V/def2-TZVPD" homo_ev=-9.9 charge=+1 orbital_gap_ha=0.2751 total_energy_ev=-85135.64341 lumo_energy_ev=-2.4
In 0.48741 0.63705 0.13291 1.6572
C 2.17381 2.88390 -1.31640 -0.5246
C 0.74338 3.40611 -1.22762 -1.0665
N 0.11041 3.00569 0.03067 0.1400
C 0.58244 3.72716 1.22839 0.7771
C 1.88399 3.19710 1.82764 -1.4865
N 1.92180 1.73262 1.89269 -0.0152
C 3.21544 1.13220 1.56151 -0.6948
C 3.56163 1.37222 0.08267 -0.5898
N 2.36349 1.50466 -0.78685 1.9149
H 2.83456 3.55296 -0.76999 0.5980
H 2.49923 2.90622 -2.35928 0.3301
H 0.14348 2.98394 -2.02991 0.0312
H 0.75610 4.49389 -1.35228 0.6570
H -0.89097 3.16285 -0.03080 -0.1911
H -0.20848 3.65777 1.97033 -0.9787
H 0.71591 4.78884 0.99282 0.4426
H 1.99173 3.64330 2.81935 1.0433
H 2.74658 3.54098 1.26001 0.2731
H 1.60212 1.39684 2.79478 -0.0071
H 3.12655 0.06322 1.75452 -0.0809
H 4.03588 1.50408 2.18381 0.7068
H 4.16810 0.54238 -0.28312 0.0786
H 4.16995 2.27044 -0.02324 0.4972
H 2.52877 0.91695 -1.62417 -1.3568
C 4.50326 -1.39265 -2.87417 -1.4958
P 3.38814 -0.09023 -3.52086 1.3670
C 4.44136 0.61952 -4.84485 -1.4401
C 2.14418 -1.02769 -4.47557 0.2185
C 2.54562 -2.13661 -5.21457 -0.7289
C 1.63289 -2.89465 -5.93020 -0.8160
C 0.29543 -2.54382 -5.91125 -0.9047
C -0.12051 -1.43700 -5.18625 -0.6984
C 0.78558 -0.66027 -4.46689 0.1296
P 0.20108 0.80163 -3.51865 2.1688
C 0.67789 2.15471 -4.67732 -1.3160
C -1.60550 0.79741 -3.83070 -1.7853
H 3.94620 -2.09880 -2.25844 0.1191
H 5.27214 -0.91949 -2.26042 0.4634
H 5.00209 -1.95399 -3.66419 0.5347
H 4.68361 -0.13674 -5.59268 0.4395
H 5.36850 0.98768 -4.40277 0.4505
H 3.94203 1.45224 -5.33914 0.3442
H 3.58638 -2.43520 -5.21888 0.2486
H 1.96488 -3.76469 -6.48072 0.4246
H -0.43582 -3.14239 -6.43696 0.3667
H -1.17525 -1.20393 -5.17828 0.2397
H 0.32851 1.93856 -5.68761 0.4375
H 1.76210 2.26763 -4.70185 0.1715
H 0.24126 3.10274 -4.35545 0.4987
H -1.84952 0.78136 -4.89343 0.5676
H -2.02220 1.70995 -3.40201 0.4463
H -2.07899 -0.05243 -3.33777 0.2993
C -4.35835 -3.23954 0.55572 -1.8632
C -3.07061 -2.48989 0.21146 1.6361
C -3.06939 -2.03131 -1.24847 -1.3217
C -1.83843 -3.32585 0.51305 0.5349
C -1.70305 -4.57246 -0.08353 -0.1027
C -0.59542 -5.36218 0.17021 -1.7575
C 0.40170 -4.89582 1.00492 -0.6558
C 0.31832 -3.64688 1.61983 0.4357
C 1.53345 -3.22445 2.43438 0.6875
C 2.57636 -2.61664 1.49235 -1.2722
C 1.31603 -2.33082 3.65575 -1.4748
C -0.81899 -2.87839 1.36613 -0.7315
N -1.04824 -1.63346 2.05112 0.7500
B -0.83952 -0.25819 1.71711 0.2671
N -1.58420 0.47143 2.70417 0.9052
C -2.21375 -0.44326 3.55053 -1.0367
C -1.88995 -1.68706 3.16030 -1.3638
C -1.88274 1.86112 2.78880 0.1564
C -2.68056 2.44396 1.78950 0.0414
C -2.92128 3.81380 1.86263 0.2441
C -2.43738 4.57100 2.91902 -1.9929
C -1.71226 3.96272 3.92957 -0.6197
C -1.41530 2.60271 3.88328 0.7901
C -0.65264 1.96034 5.02846 0.9000
C -1.52993 1.92152 6.28471 -1.7001
C 0.66649 2.66891 5.33869 -1.2235
C -3.40643 1.60769 0.74721 1.9097
C -4.88068 1.48121 1.14720 -1.9439
C -3.27912 2.14108 -0.67734 -1.2185
H -5.22845 -2.60629 0.37257 0.4321
H -4.37027 -3.54085 1.60422 0.4046
H -4.46836 -4.13848 -0.05257 0.3638
H -3.04132 -1.59526 0.83427 -0.6947
H -3.07419 -2.87847 -1.93728 0.5463
H -2.17655 -1.43785 -1.46432 -0.0430
H -3.95166 -1.42007 -1.45701 0.5305
H -2.46804 -4.92889 -0.76139 0.4135
H -0.50141 -6.33263 -0.29900 0.3998
H 1.27786 -5.50832 1.18536 0.3982
H 1.95859 -4.15783 2.81336 0.8235
H 2.17074 -1.71485 1.02296 -0.2708
H 2.83714 -3.30485 0.68653 0.4353
H 3.48919 -2.35620 2.03450 0.6358
H 1.08340 -1.29957 3.37979 -0.0215
H 2.22891 -2.32176 4.25451 0.5098
H 0.50611 -2.69355 4.28837 0.3524
H -2.85181 -0.12410 4.35704 0.5704
H -2.19809 -2.63254 3.57544 0.5553
H -3.54049 4.28875 1.11090 0.5192
H -2.65229 5.63060 2.96840 0.3931
H -1.37114 4.55510 4.76953 0.4225
H -0.41793 0.93225 4.74793 -0.2007
H -1.72801 2.93239 6.64692 0.3765
H -1.03101 1.36997 7.08227 0.4616
H -2.49256 1.44772 6.09179 0.3194
H 0.51343 3.71513 5.60715 0.3153
H 1.35471 2.64070 4.49123 0.1053
H 1.16196 2.18353 6.18024 0.4717
H -2.98202 0.60470 0.75028 -0.9300
H -5.37130 2.45678 1.14724 0.4085
H -4.97743 1.05499 2.14647 0.3892
H -5.41067 0.83321 0.44724 0.4650
H -3.63175 3.17003 -0.77202 0.2967
H -3.87245 1.52820 -1.35735 0.5650
H -2.24632 2.09537 -1.03886 -0.1967
N 0.64841 -1.28277 -1.06981 -0.4759
C 0.73731 -2.26671 -1.68500 -0.5805
C 0.82775 -3.44549 -2.39091 2.4829
C 2.07139 -4.11913 -2.38218 -0.7904
N 3.11353 -4.61437 -2.34785 -0.7060
C -0.32173 -3.96455 -3.02981 -0.6067
N -1.27598 -4.37159 -3.53452 -0.7323